{"formula": "C38H36N8O4Sn", "method": "the ωB97M-V functional and the def2-TZVPD basis", "total_energy_ev": -65935.719, "total_charge": -2, "e_above_lowest_ev": 0.857, "symbols": ["C", "C", "O", "H", "H", "H", "H", "H", "N", "C", "C", "H", "H", "H", "C", "C", "H", "H", "C", "C", "C", "N", "N", "H", "N", "H", "C", "C", "H", "H", "H", "C", "H", "C", "N", "C", "O", "H", "C", "O", "C", "H", "Sn", "C", "N", "C", "C", "C", "H", "H", "H", "C", "C", "C", "C", "C", "C", "H", "C", "H", "C", "C", "N", "H", "H", "H", "C", "C", "O", "C", "N", "H", "H", "C", "C", "C", "H", "C", "H", "C", "H", "H", "C", "H", "H", "H", "H"], "coordinates": [[-1.495, 3.857, 0.301], [-1.346, -6.583, 1.567], [-0.706, -2.634, 0.513], [2.352, -0.029, 4.201], [1.700, 2.081, 1.866], [-2.271, -5.740, 3.338], [2.083, -1.893, -0.892], [0.183, 3.258, 1.483], [1.068, -0.148, -0.548], [-7.253, 0.826, 0.706], [-0.499, 6.013, 1.050], [3.670, 0.967, 4.844], [-0.283, 6.289, 0.016], [5.035, -1.172, -6.947], [4.610, 1.870, 2.387], [2.929, -3.071, -5.089], [1.835, 0.030, -4.343], [-3.400, -2.399, 1.576], [2.446, -0.736, -4.803], [-2.723, -2.123, 2.387], [0.164, -4.681, -1.250], [-8.342, 0.443, 0.795], [-3.913, -0.141, 0.000], [5.423, -0.721, 2.090], [-2.626, -2.934, -2.939], [0.735, -5.511, -1.673], [-0.973, -3.857, 0.806], [-1.746, 5.120, 1.122], [3.695, 0.624, -5.893], [5.283, 2.114, 3.213], [-3.142, 4.053, -1.083], [2.043, -1.001, -0.276], [0.382, 5.512, 1.455], [2.857, 0.308, 1.553], [-5.486, 3.799, 1.089], [-0.169, 1.882, -0.130], [-2.062, -3.274, 2.923], [4.258, -1.473, 3.187], [-3.081, -3.173, -4.009], [-3.559, -3.430, -5.076], [0.956, 0.947, 0.204], [-3.861, 5.329, 0.629], [-1.292, -1.689, -1.615], [2.168, -2.065, -4.501], [0.252, -3.548, -1.843], [-0.433, 3.018, 0.628], [3.951, -2.750, -5.969], [4.784, -0.546, 2.956], [-2.775, 6.264, -0.418], [5.428, -0.300, 3.804], [-2.526, 2.029, -2.346], [2.995, 0.828, 3.996], [-1.626, -4.219, 2.030], [-0.751, -6.272, 0.367], [-5.692, 2.679, 0.870], [2.965, -0.815, 0.747], [-0.572, -4.939, -0.030], [4.530, -3.541, -6.433], [-4.849, 0.483, 0.275], [-3.303, -1.705, 3.210], [-1.930, 2.341, -1.495], [3.480, -0.415, -5.671], [1.198, -3.488, -2.861], [5.208, 1.724, 1.485], [3.725, -1.566, 0.905], [-2.217, 5.625, 3.175], [1.070, -2.367, -3.526], [4.234, -1.421, -6.260], [0.142, -1.507, -3.405], [1.827, 1.196, 1.259], [-0.901, 1.564, -1.196], [-0.407, -7.060, -0.296], [-3.088, 6.796, 1.237], [-2.269, 3.489, -0.789], [-5.937, 1.321, 0.603], [-2.943, 5.916, 0.605], [2.360, 1.712, 3.924], [-2.020, 4.729, 2.580], [-1.172, 4.205, 3.025], [3.806, 0.604, 2.712], [-2.018, -1.393, 2.004], [-2.895, 4.080, 2.640], [-1.788, -5.536, 2.389], [3.951, 2.723, 2.218], [2.706, -4.099, -4.837], [-1.486, -7.613, 1.870], [-0.662, 6.929, 1.624]]}